Below is a single C4H7NOS molecule in a non-equilibrium geometry, with properties calculated with the ωB97M-V functional and the def2-TZVPD basis.

Last column: natural (NBO) charge in e.
Geometry (Å):
C -2.22353 -0.90851 0.04819  -0.253
C -0.15110 0.09915 -0.08816  0.508
C 0.56487 1.40473 -0.27649  -0.276
C 1.74934 1.77708 0.20819  -0.339
H -1.99994 -1.54125 -0.76847  0.193
H -2.00738 -1.39831 0.98435  0.192
H -3.29225 -0.58542 0.05668  0.191
H -0.07394 2.12403 -0.84023  0.222
H 2.16566 2.74384 -0.03026  0.209
H 2.32359 1.11851 0.87563  0.212
H 2.04591 -2.67081 -0.05800  0.107
N 0.34538 -1.08602 0.05138  -0.654
O -1.48494 0.29422 -0.05440  -0.482
S 2.03832 -1.37123 -0.10841  0.170

Results
Gap between HOMO and LUMO   9.3 eV
Energy   -684.73315 a.u.
Multiplicity   1
Relative energy (zero: lowest compared OMol25 entry of this formula, charge and spin)   2.0115 eV
Maximum force   2.22 eV/A
Total charge   0
Structure (SMILES)   C=C/C(=N\S)OC

***

Below is a single C4H7NOS molecule in a non-equilibrium geometry, with properties calculated with the ωB97M-V functional and the def2-TZVPD basis.

Last column: natural (NBO) charge in e.
Geometry (Å):
C -1.22144 1.68272 -0.40404  -0.083
C -2.17214 0.55239 0.07564  -0.229
C -1.54276 -0.52211 0.66764  -0.020
C 0.98954 -0.60903 0.10745  -0.056
H -1.07200 2.30831 -2.37918  0.464
H -1.50008 2.86060 -0.20022  0.166
H -0.28648 1.55334 0.06516  0.162
H -3.28789 0.37039 0.00227  0.234
H -2.37846 -1.41400 0.83530  0.211
H 0.09893 -1.49387 1.50305  0.412
H 0.82413 0.16638 -0.76747  0.198
N -0.22899 -0.76066 0.78835  -0.625
O -1.15572 1.31211 -1.69683  -0.706
S 2.63321 -1.00920 0.39483  -0.127

Results
Gap between HOMO and LUMO   8.4 eV
Energy   -684.63132 a.u.
Multiplicity   1
Relative energy (zero: lowest compared OMol25 entry of this formula, charge and spin)   4.7826 eV
Maximum force   8.70 eV/A
Total charge   0
Structure (SMILES)   OC/C=C\NC=S

***

Below is a single C4H7NOS2 molecule in a non-equilibrium geometry, with properties calculated with the ωB97M-V functional and the def2-TZVPD basis.

Last column: natural (NBO) charge in e.
Geometry (Å):
C -2.55017 0.75584 -0.00370  0.610
C -2.54009 -0.67874 -0.71203  -0.680
C -0.03282 -1.17255 0.17462  -0.411
C 2.14496 0.34463 -0.07403  -0.742
N -1.59958 0.90527 0.84343  -0.931
O -3.47271 1.45300 -0.41804  -0.702
S -1.55286 -1.86100 0.17616  0.572
S 0.64610 -0.12540 -0.98540  0.469
H -3.56072 -1.05706 -0.72059  0.261
H -2.18831 -0.56130 -1.73692  0.242
H 0.63813 -1.55205 0.93017  0.238
H 1.83820 0.85231 0.83500  0.244
H 2.71951 1.01315 -0.70695  0.247
H 2.73312 -0.53672 0.14987  0.227
H -1.56764 1.81044 1.29213  0.356

Results
Gap between HOMO and LUMO   6.4 eV
Energy   -1082.89230 a.u.
Multiplicity   1
Relative energy (zero: lowest compared OMol25 entry of this formula, charge and spin)   2.7899 eV
Maximum force   1.39 eV/A
Total charge   0

***

Below is 2 unconnected molecules or ions with the total composition C4H7NS in a non-equilibrium geometry, with properties calculated with the ωB97M-V functional and the def2-TZVPD basis.

Last column: natural (NBO) charge in e.
Geometry (Å):
C 2.26591 -0.00205 -0.45877  -0.014
C -1.93681 -0.29511 0.63168  -0.436
C -2.33024 0.77549 -0.03176  -0.369
C 3.46585 -0.95564 -0.54207  -0.309
N 1.95795 -0.08561 0.70048  -0.243
S -3.87659 1.45407 -0.40178  0.051
H 2.09160 0.76606 -1.19331  0.184
H -0.91523 -0.41910 0.81598  0.221
H -2.75581 -1.02809 0.89098  0.191
H -1.42668 1.35217 -0.47981  0.211
H 3.57679 -1.88523 -0.14956  0.199
H 4.39870 -0.31913 -0.30900  0.184
H -4.51543 0.64217 0.52694  0.130

Results
Gap between HOMO and LUMO   7.9 eV
Energy   -609.35028 a.u.
Multiplicity   1
Relative energy (zero: lowest compared OMol25 entry of this formula, charge and spin)   5.6656 eV
Maximum force   5.28 eV/A
Total charge   0

***

Below is a single C4H7NS molecule in a non-equilibrium geometry, with properties calculated with the ωB97M-V functional and the def2-TZVPD basis.

Last column: natural (NBO) charge in e.
Geometry (Å):
C -0.34940 -1.05293 -0.19080  0.241
C -0.66541 1.11168 -0.33176  -0.221
C 0.23763 -2.17989 0.54926  -0.696
C -2.05949 1.59984 -0.22738  -0.753
N 0.08654 -0.84175 -1.42504  -0.704
S -0.28981 0.66267 -2.02412  0.410
H -0.26939 -2.72549 1.30295  0.237
H 0.43029 -2.92558 -0.34427  0.183
H 1.16447 -1.81179 0.93792  0.247
H -2.31534 2.27828 -1.06834  0.218
H -2.66210 0.67686 -0.35132  0.238
H -2.30400 2.01563 0.69516  0.214
H 0.54734 -1.60046 -1.92184  0.386

Results
Gap between HOMO and LUMO   7.4 eV
Energy   -609.33187 a.u.
Multiplicity   1
Relative energy (zero: lowest compared OMol25 entry of this formula, charge and spin)   6.1666 eV
Maximum force   3.57 eV/A
Total charge   0

***

Below is a single C4H7NS molecule in a non-equilibrium geometry, with properties calculated with the ωB97M-V functional and the def2-TZVPD basis.

Last column: natural (NBO) charge in e.
Geometry (Å):
C -0.57540 1.08608 -0.15103  -0.277
C -0.45683 -1.10842 -0.02485  -0.246
C 0.88928 -0.64363 0.42636  -0.370
C 0.85700 0.77663 0.36436  -0.324
H -0.78665 2.01988 -0.82624  0.211
H -1.30855 1.33015 0.55802  0.213
H -0.89152 -0.21075 -1.68344  0.343
H -0.45955 -2.06320 -0.62615  0.208
H -0.92915 -1.27277 0.95652  0.193
H 1.41799 -1.06740 1.35314  0.241
H 1.35684 1.37318 1.10837  0.245
N -1.21285 -0.18114 -0.80769  -0.563
S 2.09938 -0.03861 -0.64737  0.125

Results
Gap between HOMO and LUMO   9.8 eV
Energy   -609.47892 a.u.
Multiplicity   1
Relative energy (zero: lowest compared OMol25 entry of this formula, charge and spin)   2.1651 eV
Maximum force   6.24 eV/A
Total charge   0
Structure (SMILES)   C1NC[C@H]2S[C@@H]12